1.
{"formula": "H2N2P2", "method": "ωB97M-V/def2-TZVPD", "smiles": "N1=P2=[P@H]1N2", "multiplicity": 1, "species": ["N", "P", "P", "N", "H", "H"], "coordinates": [[1.310, -0.781, -0.438], [1.453, 0.736, 0.046], [-0.469, -0.897, 0.223], [-0.313, 0.838, 0.272], [-1.177, -1.343, -1.073], [-0.804, 1.446, 0.970]], "lowdin_charge": [-0.61, 0.64, 0.62, -0.59, -0.08, 0.02]}

***

2.
{"formula": "C8H16Cl16", "method": "ωB97M-V/def2-TZVPD", "multiplicity": 2, "charge": -1, "species": ["C", "Cl", "Cl", "H", "H", "C", "Cl", "Cl", "H", "H", "C", "Cl", "Cl", "H", "H", "C", "Cl", "Cl", "H", "H", "C", "Cl", "Cl", "H", "H", "C", "Cl", "Cl", "H", "H", "C", "Cl", "Cl", "H", "H", "C", "Cl", "Cl", "H", "H"], "coordinates": [[-1.676, -4.288, 3.833], [-2.317, -3.355, 5.280], [-1.757, -3.343, 2.285], [-0.632, -4.570, 3.969], [-2.410, -5.090, 3.771], [-2.201, -2.273, -2.547], [-0.946, -2.903, -1.415], [-3.224, -0.993, -1.885], [-1.638, -1.926, -3.413], [-2.881, -3.067, -2.853], [4.775, 1.027, -0.927], [5.524, -0.182, -2.038], [5.545, 0.700, 0.715], [5.215, 1.968, -1.256], [3.693, 0.968, -0.809], [-0.290, 4.316, 0.108], [0.576, 5.535, 1.109], [-2.041, 4.548, 0.352], [-0.026, 4.282, -0.949], [0.038, 3.350, 0.493], [-2.918, 3.452, 3.372], [-4.578, 3.605, 2.771], [-2.937, 3.022, 5.094], [-2.497, 2.700, 2.704], [-2.389, 4.395, 3.237], [2.601, -3.229, 0.121], [1.362, -4.047, 1.109], [3.962, -4.348, -0.261], [2.093, -2.794, -0.740], [2.992, -2.452, 0.777], [-0.348, -0.318, 0.325], [1.393, -0.067, 0.672], [-1.358, 0.997, 1.039], [-0.614, -0.262, -0.731], [-0.683, -1.275, 0.725], [0.092, 1.055, -4.894], [0.541, 2.710, -5.413], [0.029, 0.883, -3.181], [-0.915, 0.907, -5.285], [0.845, 0.359, -5.263]], "lowdin_charge": [-0.91, 0.43, 0.45, 0.02, 0.01, -1.02, 0.35, 0.40, -0.04, 0.00, -0.92, 0.43, 0.40, 0.01, -0.01, -0.98, 0.46, 0.50, 0.04, -0.02, -1.06, 0.48, 0.49, -0.06, 0.01, -1.02, 0.46, 0.46, 0.01, -0.01, -1.01, 0.53, 0.52, -0.07, -0.06, -1.10, 0.41, 0.44, -0.01, 0.00]}

***

| no. | maximum force (hartree/bohr) | energy (Eh) |
| --- | --- | --- |
| 1 | 0.05510 | -793.3807 |
| 2 | 0.04121 | -7677.4326 |